{
  "formula": "C9H20N6O10",
  "method": "the ωB97M-V functional and the def2-TZVPD basis",
  "relative_energy_ev": 0.000,
  "smiles": "C[N+](=O)[O-].C[N+](=O)[O-].C[N+](=O)[O-].C[N+](=O)[O-].C[N+](=O)[O-].c1cc[nH]c1",
  "charge": 0,
  "multiplicity": 1,
  "species": ["C", "N", "O", "O", "H", "H", "H", "C", "N", "O", "O", "H", "H", "H", "C", "N", "O", "O", "H", "H", "H", "C", "N", "O", "O", "H", "H", "H", "C", "N", "O", "O", "H", "H", "H", "N", "C", "C", "C", "C", "H", "H", "H", "H", "H"],
  "positions_angstrom": [[1.880, -1.737, -3.443], [2.533, -2.942, -3.975], [2.866, -3.044, -5.141], [2.743, -3.832, -3.118], [0.952, -1.554, -3.920], [2.562, -0.913, -3.468], [1.705, -1.982, -2.425], [5.098, 0.877, -0.562], [4.082, -0.254, -0.577], [3.270, -0.320, 0.304], [4.174, -1.050, -1.520], [4.647, 1.770, -0.149], [5.532, 1.025, -1.568], [5.874, 0.541, 0.160], [1.575, -4.229, 0.188], [0.496, -3.146, 0.243], [0.281, -2.569, 1.294], [-0.003, -2.797, -0.827], [2.162, -4.095, -0.727], [1.071, -5.132, 0.019], [2.239, -4.097, 1.040], [-1.105, 4.763, 1.877], [-0.274, 3.860, 2.763], [-0.735, 2.774, 3.099], [0.828, 4.288, 3.109], [-2.051, 4.853, 2.420], [-1.188, 4.267, 0.921], [-0.605, 5.699, 1.798], [0.008, 0.738, 0.325], [0.929, 1.389, -0.669], [1.036, 0.896, -1.775], [1.389, 2.428, -0.302], [0.395, 0.783, 1.329], [-0.215, -0.281, -0.088], [-0.805, 1.416, 0.494], [-4.708, -0.566, 0.642], [-6.057, -0.376, 0.537], [-6.485, 0.603, 1.468], [-5.248, 1.014, 2.142], [-4.211, 0.239, 1.643], [-4.220, -1.254, 0.124], [-6.752, -0.959, -0.094], [-7.466, 0.830, 1.671], [-5.045, 1.800, 2.793], [-3.155, 0.278, 1.945]],
  "atomic_forces_ev_per_a": [[0.3, -0.2, 0.5], [0.9, -2.0, 0.8], [-0.4, 0.4, 0.7], [-0.3, 1.1, -1.4], [-0.6, 0.2, -0.8], [0.3, 0.4, -0.4], [-0.3, 0.0, 0.8], [0.6, -0.6, 0.4], [0.9, -0.2, -2.0], [-0.3, 0.0, 0.5], [-0.1, 0.9, 1.2], [-0.3, 0.0, -0.1], [-0.5, -0.3, 0.7], [-0.4, 0.2, -0.6], [0.4, 1.9, -0.6], [0.9, 1.2, -0.8], [0.1, -0.8, -0.3], [0.1, -0.7, 0.8], [-0.3, 0.5, 0.1], [-0.7, -1.5, 0.5], [-0.5, -0.4, 0.2], [-0.2, -0.9, 1.1], [1.2, 0.1, 0.5], [0.2, 0.9, -0.5], [-1.3, -0.6, -0.4], [0.0, 0.0, -0.5], [-0.2, -0.1, -0.1], [0.4, 0.5, 0.0], [0.1, -1.3, -0.7], [-1.6, -0.8, 0.6], [0.3, 0.0, 0.2], [1.2, 1.4, 0.0], [1.1, -0.6, 0.1], [-0.1, 1.1, 0.8], [-0.9, 0.2, -0.9], [-0.8, 0.5, 0.7], [-1.9, 0.9, 1.1], [4.7, -1.7, -1.1], [-0.5, -1.9, -1.9], [-0.2, 0.8, 0.1], [0.5, -0.4, -0.3], [1.0, 0.3, 0.3], [-1.9, 0.8, 0.3], [-0.2, 1.0, 1.2], [-0.7, -0.2, -0.5]]
}